(1)
Density functional theory data (ωB97M-V with the def2-TZVPD basis set) for a cluster of 15 separate species, C53H134N6O15 in total at a distorted geometry.

Last column: Löwdin charge in e.
CARTESIAN COORDINATES (ANGSTROEM)
O 3.97 -0.73 -1.26  -0.150
O -4.63 -0.86 -3.21  -0.242
O 3.51 -3.53 -1.03  -0.159
O -3.18 -6.26 -0.76  -0.034
O 2.24 -5.05 5.66  -0.025
O 6.35 1.52 0.15  -0.221
O 1.65 2.28 -3.70  -0.032
O 0.20 -1.43 0.83  -0.161
O -2.27 0.00 1.10  -0.143
O 2.89 2.32 2.55  -0.130
O -4.60 -1.82 1.99  -0.124
O -2.38 5.89 2.80  -0.030
O -0.27 -1.39 -4.72  -0.117
O -0.99 1.09 -3.20  -0.149
O 5.18 -3.50 0.96  -0.195
N 1.73 3.53 -2.95  -0.053
N -7.01 0.46 -2.31  0.049
N 6.28 -1.03 1.12  0.065
N -2.59 6.30 1.40  -0.076
N 0.92 -4.75 5.19  -0.094
N -2.44 -5.88 -1.93  -0.068
C -4.02 7.59 -0.05  -0.137
C 0.33 -4.11 7.36  -0.050
C -0.45 -6.28 -3.20  -0.132
C 1.18 -0.38 1.17  -0.113
C -0.62 -4.71 3.31  -0.137
C -2.23 -3.52 -0.97  -0.019
C 2.61 6.16 -2.25  -0.173
C 2.34 -4.18 -0.52  -0.141
C -0.31 -6.09 -0.71  -0.049
C -5.76 1.31 -0.38  -0.058
C -4.07 -0.02 -4.16  -0.116
C 4.82 -0.36 -2.37  -0.122
C -1.12 -6.58 -1.87  -0.519
C -4.04 -4.03 -2.54  -0.040
C -3.98 8.19 2.31  -0.044
C 5.34 -0.04 1.64  -0.428
C 2.09 4.84 -5.13  -0.011
C -0.32 -4.76 -3.39  -0.172
C 1.26 4.64 -3.81  -0.477
C 4.31 3.55 -2.89  0.005
C -2.32 5.26 0.46  -0.544
C 4.95 -0.39 3.05  -0.039
C -1.18 -3.54 5.49  -0.132
C 1.56 2.68 2.84  -0.152
C 2.90 2.48 -1.07  -0.019
C 7.16 2.64 -0.03  -0.122
C 2.96 3.61 -2.13  -0.475
C 0.85 -4.81 3.70  -0.434
C 1.03 -1.43 -4.16  -0.152
C 5.90 1.37 1.51  -0.162
C -1.39 -8.11 -1.76  -0.023
C -4.74 -0.23 -1.91  -0.192
C -2.60 -4.42 -2.20  -0.470
C -0.58 0.48 -2.03  -0.188
C 1.68 -3.71 2.94  0.001
C -3.90 6.55 -1.13  -0.188
C -5.73 0.91 -1.85  -0.475
C -3.90 6.95 1.37  -0.475
C -0.84 4.95 0.50  -0.040
C -5.12 -1.62 3.27  -0.165
C 1.30 5.93 -2.99  -0.152
C 1.04 -2.26 5.74  -0.010
C -2.13 0.77 2.31  -0.116
C 1.41 -6.25 3.35  -0.010
C -0.24 4.35 -4.17  -0.031
C -5.15 6.05 1.70  -0.005
C 0.28 -3.64 5.90  -0.518
C -3.14 3.97 0.48  -0.021
C -1.33 -3.51 3.94  -0.163
C -1.70 -4.08 -3.44  -0.107
C 6.26 -4.31 0.49  -0.123
C -2.53 5.93 -0.94  -0.134
C 2.87 4.95 -1.34  -0.128
H -4.66 5.81 -1.10  0.090
H -2.60 -2.47 -1.21  0.091
H 0.96 -0.21 2.25  0.085
H 2.13 -2.43 5.89  0.083
H -2.36 5.02 -1.53  0.113
H 1.51 3.76 2.91  0.072
H -0.26 -3.35 7.91  0.086
H -4.70 -4.11 -1.60  0.107
H 5.55 -2.55 0.92  0.045
H 4.44 0.45 -2.94  0.037
H -3.21 0.48 -3.68  0.079
H -0.63 4.05 -0.16  0.101
H 4.44 2.63 -3.37  0.045
H 3.67 -1.66 -1.33  0.052
H -1.79 6.76 -1.09  0.133
H 0.62 -1.48 6.38  0.079
H -0.28 -5.02 -0.63  0.041
H -5.51 -0.56 3.39  0.095
H -4.06 7.91 3.36  0.070
H -4.05 -2.97 -2.84  0.058
H 1.01 -6.56 2.39  0.072
H -1.87 0.11 3.15  0.085
H -6.05 0.41 0.18  0.078
H -2.72 -3.95 -0.09  0.077
H 2.56 -3.41 3.56  0.086
H -0.69 -6.42 0.24  0.073
H 2.18 -0.80 1.11  0.067
H -4.89 8.17 -0.13  0.102
H 0.53 5.98 -2.23  0.097
H 2.64 -4.96 0.13  0.070
H 2.69 1.50 -1.49  0.069
H -3.81 -0.71 -4.94  0.090
H -3.05 8.82 2.21  0.101
H -0.81 3.89 -3.28  0.092
H -0.66 1.14 -1.13  0.084
H 0.59 -6.71 -3.23  0.136
H -5.16 -2.34 1.44  0.076
H -5.05 5.64 2.70  0.082
H 1.26 2.34 3.86  0.093
H 2.27 2.33 -4.41  0.070
H -2.09 -8.39 -2.51  0.073
H -0.44 1.90 -3.46  0.075
H -3.05 1.27 2.59  0.076
H 3.77 5.04 -0.71  0.118
H 4.21 0.33 3.38  0.068
H 1.76 -4.64 -1.37  0.061
H 2.02 4.98 -0.62  0.113
H -1.19 -5.61 3.63  0.136
H -5.94 6.76 1.64  0.069
H 1.39 -0.45 -3.87  0.055
H 1.63 -3.52 -0.01  0.071
H 7.55 2.57 -1.04  0.086
H 3.89 2.53 -0.47  0.107
H -0.83 -2.59 3.61  0.093
H 6.52 -0.69 0.20  0.088
H -3.66 0.07 -1.68  0.134
H -7.62 1.18 -2.70  0.087
H 4.35 4.38 -3.60  0.070
H -5.06 -1.09 -1.25  0.141
H 2.55 7.07 -1.58  0.135
H -6.49 2.06 -0.14  0.070
H 1.62 5.50 -5.89  0.094
H -0.60 4.54 1.47  0.065
H 2.35 3.93 -5.67  0.075
H -2.21 -4.35 -4.38  0.125
H 1.68 -1.86 -4.93  0.092
H 0.92 -1.90 4.70  0.056
H -0.10 -5.13 7.45  0.095
H -6.88 -0.33 -2.97  0.083
H 1.13 0.54 0.59  0.059
H 0.43 0.05 -2.03  0.065
H -0.71 -0.69 -4.27  0.018
H 1.12 -2.84 2.65  0.044
H -1.19 -3.42 -0.83  0.034
H -4.40 -4.58 -3.41  0.079
H 6.78 1.52 2.16  0.137
H -3.27 3.74 1.52  0.084
H 5.13 2.11 1.74  0.109
H -2.38 -3.40 3.73  0.093
H 4.47 -0.11 0.96  0.122
H 3.03 1.90 1.70  0.037
H 7.18 -4.05 1.00  0.072
H -1.65 6.47 3.08  0.109
H 3.01 5.35 -4.80  0.064
H 2.93 -4.54 5.27  0.065
H 5.80 -0.14 -2.02  0.054
H -0.21 5.77 0.20  0.072
H -0.78 -4.63 2.24  0.107
H -4.32 -1.70 3.99  0.058
H -0.51 -8.72 -2.07  0.091
H -1.58 -2.99 -3.49  0.098
H 0.83 2.17 2.25  0.034
H -1.42 1.56 2.21  0.051
H -0.81 5.31 -4.36  0.101
H 2.19 2.66 -0.26  0.057
H 4.18 -3.57 -0.28  0.023
H -4.91 8.74 2.07  0.086
H 6.68 3.60 0.10  0.086
H -5.31 1.69 -2.51  0.137
H -2.52 3.25 -0.03  0.072
H 7.05 -1.12 1.76  0.102
H -2.68 -6.01 0.01  0.056
H 5.82 -0.46 3.66  0.075
H -3.13 8.15 -0.16  0.104
H 0.73 -6.38 -0.89  0.092
H 4.47 -1.37 3.15  0.080
H 5.07 3.55 -2.10  0.082
H -3.99 7.02 -2.12  0.121
H -4.79 0.73 -4.56  0.092
H -1.65 -2.65 5.88  0.105
H -0.38 3.69 -5.00  0.068
H 2.49 -6.20 3.32  0.070
H -1.19 -0.45 -1.89  0.091
H 0.30 -4.37 -2.59  0.063
H -0.59 -0.88 0.62  0.034
H -5.35 5.25 1.03  0.048
H 0.95 -2.07 -3.30  0.068
H 3.41 6.30 -2.97  0.091
H -1.85 -4.30 5.89  0.120
H -4.09 4.08 -0.12  0.083
H -2.96 -0.66 1.28  0.051
H -4.83 1.67 0.00  0.048
H -1.06 -6.77 -3.96  0.121
H 6.38 -4.12 -0.57  0.085
H 5.97 -5.30 0.76  0.080
H 4.90 -1.15 -3.13  0.093
H 1.19 -6.98 4.09  0.070
H 1.36 -4.11 7.79  0.086
H 2.06 -4.08 2.06  0.022
H 8.02 2.55 0.62  0.085
H 1.10 6.73 -3.68  0.115
H -1.72 -8.44 -0.77  0.081
H 0.25 -4.48 -4.28  0.117
H -5.94 -2.32 3.53  0.098

Calculated values
Orbital gap (eV): 8.32
Lowest unoccupied orbital energy (eV): 0.38
Energy (hartree): -3556.48933
E_HOMO (eV): -7.94
Strongest force on any atom (eV/Å): 2.6
Charge: 0

***

(2)
Density functional theory data (ωB97M-V with the def2-TZVPD basis set) for the molecule C5H5NO at a distorted geometry.

Last column: natural (NBO) charge in e.
CARTESIAN COORDINATES (ANGSTROEM)
O 1.72 1.75 -0.44  -0.558
N 0.86 -0.24 -1.35  -0.624
C 0.94 0.87 -0.63  0.739
C -0.61 0.22 1.54  -0.628
C -1.81 0.78 0.89  0.282
C -0.48 0.53 0.09  -0.385
C -0.46 -0.73 -0.81  -0.187
H 1.69 -0.73 -1.69  0.410
H -1.20 -0.76 -1.66  0.228
H -0.42 -0.81 1.84  0.244
H -0.22 -1.67 -0.08  0.196
H -0.02 0.80 2.31  0.282

Calculated values
Relative energy (zero: lowest compared OMol25 entry of this formula, charge and spin) (kcal per mole): 139.2
Orbital gap (eV): 8.22
Lowest unoccupied orbital energy (eV): -1.05
Energy (hartree): -323.29779
E_HOMO (eV): -9.28
Strongest force on any atom (eV/Å): 3.7
Charge: 0

***

(3)
Density functional theory data (ωB97M-V with the def2-TZVPD basis set) for the molecule C12H16BCl3N2O at a distorted geometry.

Last column: natural (NBO) charge in e.
CARTESIAN COORDINATES (ANGSTROEM)
Cl 3.58 -2.72 1.64  -0.247
Cl 3.22 0.24 2.45  -0.320
Cl 3.81 -0.41 -0.45  -0.327
O 1.50 -1.25 0.82  -0.740
N 0.50 0.62 -0.29  -0.382
N 0.32 0.88 -2.57  -0.535
C -1.86 0.17 1.38  -0.170
C -3.14 -0.27 1.70  -0.228
C -1.02 -2.11 1.59  -0.200
C 0.56 -0.24 0.92  0.239
C -0.82 -0.76 1.29  -0.074
C -3.36 -1.63 1.98  -0.218
C -2.31 -2.54 1.89  -0.202
C 0.96 2.81 -1.25  -0.426
C 1.36 1.79 -0.22  -0.252
C -0.64 -1.14 -1.66  -0.682
C 0.09 0.16 -1.48  0.599
C 0.93 2.20 -2.62  -0.220
B 2.91 -1.08 1.10  0.483
H -3.97 0.43 1.71  0.216
H 0.86 0.46 1.72  0.224
H 1.27 2.17 0.80  0.233
H 0.01 0.46 -3.44  0.415
H 0.34 2.82 -3.31  0.216
H -0.73 -1.34 -2.73  0.222
H -0.10 -1.96 -1.18  0.282
H 1.94 2.14 -3.02  0.217
H -2.47 -3.61 2.05  0.220
H -1.64 1.22 1.18  0.202
H -1.66 -1.08 -1.25  0.269
H 1.68 3.63 -1.22  0.242
H -0.17 -2.80 1.52  0.252
H 2.40 1.46 -0.37  0.264
H -4.34 -1.96 2.30  0.218
H -0.02 3.23 -0.97  0.210

Calculated values
Orbital gap (eV): 9.10
Lowest unoccupied orbital energy (eV): 0.01
Energy (hartree): -2057.22269
E_HOMO (eV): -9.10
Strongest force on any atom (eV/Å): 1.3
Charge: 0

***

(4)
Density functional theory data (ωB97M-V with the def2-TZVPD basis set) for a structure of composition C2CaF3MgNO4S2 at a distorted geometry.

Last column: natural (NBO) charge in e.
CARTESIAN COORDINATES (ANGSTROEM)
Ca -1.97 1.86 -0.27  1.757
S -0.44 0.58 -1.88  -0.487
S 0.87 0.08 0.62  2.174
Mg -1.13 -1.61 -0.89  1.771
F 3.09 1.19 -0.20  -0.289
F 3.36 -0.72 0.77  -0.284
F 2.60 -0.63 -1.25  -0.302
O 1.02 0.50 2.00  -0.855
O 0.37 -1.33 0.41  -1.115
O -4.10 0.23 1.10  -0.486
O -2.99 -1.15 -0.32  -0.843
N 0.07 1.14 -0.24  -1.281
C 2.61 -0.03 -0.07  0.758
C -3.34 -0.09 0.23  0.483

Calculated values
Relative energy (zero: lowest compared OMol25 entry of this formula, charge and spin) (kcal per mole): 0.0
2S+1: 2
Orbital gap (spin up / spin down) (eV): 7.82 / 7.86
Lowest unoccupied orbital energy (spin up / spin down) (eV): -5.01 / -5.29
Energy (hartree): -2405.44669
E_HOMO (spin up / spin down) (eV): -12.84 / -13.16
Strongest force on any atom (eV/Å): 2.1
Expectation value of S²: 0.753
Charge: +1

***

(5)
Density functional theory data (ωB97M-V with the def2-TZVPD basis set) for a cluster of 3 separate species, C14H31N2O9P2S in total at a distorted geometry.

Last column: natural (NBO) charge in e.
CARTESIAN COORDINATES (ANGSTROEM)
S 2.43 2.43 4.19  0.219
P 0.94 -4.03 0.47  2.261
P -1.35 2.61 -3.90  2.272
O 2.08 -2.76 0.26  -0.671
O -0.78 4.22 -4.06  -0.652
O -0.93 2.57 -2.43  -1.054
O -2.89 3.18 -4.01  -0.789
O -0.14 -5.35 0.66  -0.686
O -0.09 -3.04 1.01  -1.039
O 0.78 -4.10 -1.17  -0.791
O -1.90 0.98 -3.86  -0.698
O -0.53 1.19 4.98  -0.251
N -0.65 1.40 3.65  -0.047
N -2.13 -0.77 5.74  -0.243
C 3.31 -3.14 -0.36  -0.278
C 2.85 1.40 2.70  -0.547
C -0.86 0.01 -3.77  -0.269
C -1.49 0.21 5.41  0.472
C -0.07 2.40 2.95  0.469
C -0.93 0.95 1.12  -0.392
C -0.37 -5.72 2.02  -0.271
C -0.06 -5.02 -1.83  -0.244
C 4.13 0.41 2.95  -0.614
C 0.87 3.42 3.78  -0.605
C -0.32 2.46 1.35  -0.454
C -4.03 2.34 -4.00  -0.243
C -1.42 0.58 2.63  -0.308
C -1.02 4.84 -5.33  -0.279
H 0.59 -5.94 2.51  0.177
H -2.53 0.38 2.81  0.271
H -4.92 2.97 -4.08  0.194
H -4.09 1.78 -3.06  0.185
H -2.09 5.00 -5.48  0.194
H -0.62 4.21 -6.13  0.172
H -0.94 -0.47 2.77  0.265
H 1.22 4.27 3.07  0.262
H -1.85 0.99 0.45  0.270
H 0.36 3.85 4.71  0.287
H -1.24 3.13 1.21  0.277
H 4.25 -0.15 1.94  0.232
H -0.52 5.81 -5.35  0.204
H -4.02 1.66 -4.85  0.190
H 0.00 0.38 0.73  0.261
H -0.98 -6.62 2.03  0.205
H 3.06 2.12 1.83  0.219
H 0.02 -4.85 -2.91  0.191
H 5.07 0.97 3.26  0.238
H 3.99 -2.29 -0.34  0.194
H 0.64 2.70 0.77  0.285
H -0.89 -4.93 2.56  0.203
H -0.15 0.15 -4.59  0.178
H -1.31 -0.98 -3.85  0.200
H -1.11 -4.88 -1.54  0.192
H 3.15 -3.41 -1.41  0.196
H 3.76 -0.36 3.71  0.226
H -0.35 0.09 -2.81  0.197
H 2.00 0.69 2.36  0.205
H 0.26 -6.05 -1.63  0.192
H 3.76 -3.98 0.17  0.175

Calculated values
Orbital gap (eV): 7.10
Lowest unoccupied orbital energy (eV): -4.62
Energy (hartree): -2419.00386
E_HOMO (eV): -11.71
Strongest force on any atom (eV/Å): 10.0
Charge: +1

***

Repeat the second record exactly.
Density functional theory data (ωB97M-V with the def2-TZVPD basis set) for the molecule C5H5NO at a distorted geometry.

Last column: natural (NBO) charge in e.
CARTESIAN COORDINATES (ANGSTROEM)
O 1.72 1.75 -0.44  -0.558
N 0.86 -0.24 -1.35  -0.624
C 0.94 0.87 -0.63  0.739
C -0.61 0.22 1.54  -0.628
C -1.81 0.78 0.89  0.282
C -0.48 0.53 0.09  -0.385
C -0.46 -0.73 -0.81  -0.187
H 1.69 -0.73 -1.69  0.410
H -1.20 -0.76 -1.66  0.228
H -0.42 -0.81 1.84  0.244
H -0.22 -1.67 -0.08  0.196
H -0.02 0.80 2.31  0.282

Calculated values
Relative energy (zero: lowest compared OMol25 entry of this formula, charge and spin) (kcal per mole): 139.2
Orbital gap (eV): 8.22
Lowest unoccupied orbital energy (eV): -1.05
Energy (hartree): -323.29779
E_HOMO (eV): -9.28
Strongest force on any atom (eV/Å): 3.7
Charge: 0

***

> Among the records above, which one has the highest energy?

C5H5NO